[1]
The following is a quantum chemistry calculation of a 13-piece molecular cluster, C94H104O18 overall in a non-equilibrium geometry, from OMol25.

Structure (XYZ):
```
216
C94H104O18, DFT ωB97M-V with the def2-TZVPD basis set
C 5.176 3.451 9.668
C 5.739 2.176 9.660
C 5.002 1.109 9.162
C 3.700 1.274 8.665
C 3.138 2.527 8.808
C 3.929 3.651 9.195
C 1.680 2.723 8.441
O 1.076 3.780 8.673
C 0.876 1.537 7.959
C -0.517 1.623 7.707
C -1.206 0.474 7.426
C -0.587 -0.775 7.134
C 0.814 -0.833 7.291
C 1.522 0.254 7.796
C 2.974 0.072 8.207
O 3.458 -1.083 8.082
H 5.738 4.324 9.966
H 6.726 1.947 10.034
H 5.385 0.104 9.066
H 3.510 4.644 9.261
H -1.050 2.561 7.751
H -2.283 0.534 7.460
H -1.090 -1.691 6.861
H 1.310 -1.790 7.232
C 4.235 -2.247 -6.552
C 3.915 -1.886 -5.249
C 2.685 -1.357 -4.973
C 1.824 -0.897 -6.010
C 2.193 -1.123 -7.357
C 3.472 -1.696 -7.574
C 1.371 -0.663 -8.477
O 1.720 -0.727 -9.696
C 0.017 -0.095 -8.109
C -0.919 0.246 -9.108
C -2.036 0.972 -8.792
C -2.389 1.225 -7.485
C -1.472 0.857 -6.484
C -0.351 0.130 -6.764
C 0.478 -0.370 -5.624
O 0.089 -0.393 -4.456
H 5.193 -2.707 -6.748
H 4.549 -2.212 -4.438
H 2.410 -1.191 -3.942
H 3.842 -1.891 -8.569
H -0.670 0.196 -10.157
H -2.658 1.315 -9.605
H -3.226 1.888 -7.327
H -1.710 1.014 -5.442
C 8.545 0.627 -5.989
C 8.957 1.948 -6.299
C 8.076 2.972 -5.888
C 6.869 2.728 -5.174
C 6.599 1.361 -4.790
C 7.400 0.338 -5.269
C 5.482 1.114 -3.747
O 5.320 0.001 -3.250
C 4.547 2.248 -3.577
C 3.358 1.937 -2.935
C 2.412 3.002 -2.793
C 2.590 4.297 -3.370
C 3.744 4.520 -3.980
C 4.755 3.561 -4.096
C 6.004 3.852 -4.832
O 6.340 4.982 -5.131
H 9.095 -0.236 -6.335
H 9.859 2.029 -6.886
H 8.336 4.006 -6.055
H 7.150 -0.707 -5.157
H 3.214 0.979 -2.458
H 1.487 2.682 -2.337
H 1.863 5.095 -3.402
H 3.911 5.521 -4.349
C -7.798 -0.333 -1.525
C -6.699 0.181 -0.873
C -6.888 1.198 0.059
C -8.150 1.736 0.302
C -9.265 1.245 -0.462
C -9.042 0.274 -1.405
C -10.604 1.912 -0.430
O -11.482 1.550 -1.140
C -10.676 3.247 0.333
C -11.782 4.026 0.151
C -11.821 5.353 0.648
C -10.770 5.788 1.500
C -9.594 5.041 1.657
C -9.620 3.688 1.151
C -8.367 2.814 1.303
O -7.512 3.162 2.112
H -7.597 -1.174 -2.172
H -5.716 -0.235 -1.038
H -6.010 1.628 0.516
H -9.770 -0.112 -2.103
H -12.586 3.709 -0.498
H -12.725 5.899 0.425
H -10.682 6.757 1.968
H -8.809 5.456 2.272
C -2.721 -0.283 0.137
C -2.051 -0.137 -1.047
C -0.656 -0.266 -1.064
C 0.052 -0.348 0.110
C -0.647 -0.370 1.381
C -2.054 -0.424 1.367
C 0.130 -0.299 2.727
O -0.545 -0.186 3.748
C 1.592 -0.260 2.643
C 2.294 -0.009 3.855
C 3.716 -0.060 3.735
C 4.385 -0.293 2.508
C 3.658 -0.470 1.380
C 2.286 -0.389 1.393
C 1.586 -0.340 0.053
O 2.100 -0.655 -1.023
H -3.796 -0.383 0.138
H -2.572 -0.150 -1.993
H -0.136 -0.229 -2.009
H -2.648 -0.477 2.268
H 1.900 0.104 4.854
H 4.315 0.032 4.629
H 5.462 -0.234 2.563
H 4.187 -0.712 0.470
C 9.191 1.124 -0.054
C 7.945 2.054 0.082
C 6.740 1.176 0.226
O 8.112 2.878 1.159
H 9.420 0.632 0.891
H 10.007 1.708 -0.480
H 9.065 0.313 -0.771
H 7.734 2.731 -0.746
H 6.736 0.349 0.936
H 6.438 0.801 -0.752
H 5.905 1.863 0.368
H 7.789 2.421 1.939
C 6.504 2.326 5.712
C 7.460 2.769 4.551
C 8.988 3.002 4.903
O 7.519 1.672 3.647
H 6.741 1.302 6.003
H 5.484 2.241 5.337
H 6.583 2.943 6.607
H 7.115 3.618 3.962
H 9.688 2.985 4.067
H 9.344 2.284 5.643
H 9.220 3.990 5.300
H 7.279 0.916 4.187
C -2.074 -5.152 1.653
C -2.541 -3.965 0.791
C -1.738 -3.917 -0.454
O -3.910 -3.851 0.592
H -2.272 -6.118 1.188
H -2.585 -5.103 2.615
H -0.997 -5.078 1.807
H -2.184 -3.114 1.372
H -0.665 -3.999 -0.282
H -1.960 -2.993 -0.988
H -1.960 -4.753 -1.117
H -4.003 -3.328 -0.208
C -5.440 2.552 -5.596
C -5.624 1.424 -4.540
C -6.684 0.450 -4.964
O -4.403 0.895 -4.212
H -4.578 3.198 -5.430
H -6.301 3.220 -5.599
H -5.246 2.094 -6.566
H -5.917 1.966 -3.641
H -6.560 -0.116 -5.888
H -7.668 0.891 -5.122
H -6.882 -0.280 -4.179
H -3.877 1.422 -3.606
C -0.290 -4.449 7.007
C -0.270 -4.717 5.479
C -0.136 -3.600 4.527
O 0.804 -5.600 5.247
H -0.408 -5.414 7.500
H -1.105 -3.822 7.368
H 0.600 -3.890 7.295
H -1.137 -5.317 5.200
H 0.108 -3.974 3.533
H 0.628 -2.963 4.973
H -1.066 -3.033 4.487
H 1.159 -5.365 4.386
C -3.821 -1.396 5.015
C -5.379 -1.155 4.809
C -5.689 0.265 4.289
O -5.948 -2.178 4.057
H -3.346 -0.466 5.329
H -3.366 -1.675 4.065
H -3.675 -2.194 5.743
H -5.792 -1.177 5.817
H -6.641 0.694 4.602
H -5.676 0.209 3.200
H -4.949 0.965 4.679
H -6.907 -2.130 4.061
C -0.058 -5.288 -4.219
C 1.093 -4.309 -4.038
C 1.280 -3.863 -2.564
O 2.228 -5.032 -4.369
H -0.938 -4.712 -3.935
H -0.010 -6.176 -3.589
H -0.257 -5.643 -5.230
H 1.118 -3.460 -4.721
H 0.648 -3.020 -2.283
H 2.285 -3.475 -2.396
H 1.151 -4.700 -1.878
H 2.361 -5.031 -5.320
C -4.926 -3.801 -3.810
C -3.805 -2.799 -3.565
C -3.289 -2.109 -4.821
O -4.265 -1.795 -2.728
H -5.735 -3.366 -4.397
H -5.370 -4.243 -2.917
H -4.475 -4.646 -4.330
H -2.933 -3.305 -3.150
H -4.013 -1.524 -5.389
H -3.082 -2.965 -5.463
H -2.399 -1.504 -4.654
H -4.614 -1.102 -3.293
```

The total charge is 0.

Löwdin population analysis, charges in e, atoms 1 to 5: C -0.080; C -0.052; C -0.005; C -0.104; C -0.063

***

[2]
The following is a quantum chemistry calculation of a 10-piece molecular cluster, C95H65N5O10 overall in a non-equilibrium geometry, from OMol25.

Structure (XYZ):
```
175
C95H65N5O10, DFT ωB97M-V with the def2-TZVPD basis set
N 23.243 -14.132 -1.201
C 23.237 -14.485 -2.471
C 24.397 -14.845 -3.158
C 25.613 -14.812 -2.524
C 25.565 -14.465 -1.162
C 24.379 -14.152 -0.560
H 22.297 -14.431 -2.897
H 24.390 -14.984 -4.242
H 26.531 -15.143 -2.963
H 26.542 -14.480 -0.681
H 24.461 -13.948 0.528
N 25.916 -11.226 2.421
C 25.481 -12.201 3.177
C 24.184 -12.769 3.101
C 23.334 -12.370 2.051
C 23.763 -11.239 1.384
C 25.075 -10.755 1.469
H 26.115 -12.600 4.043
H 23.754 -13.581 3.689
H 22.386 -12.847 1.780
H 23.230 -10.791 0.564
H 25.385 -9.955 0.815
N 18.603 -13.882 -4.427
C 19.391 -13.268 -3.505
C 20.693 -12.969 -3.805
C 21.304 -13.367 -4.998
C 20.489 -13.978 -5.922
C 19.104 -14.129 -5.593
H 18.944 -13.043 -2.527
H 21.374 -12.569 -3.017
H 22.347 -13.043 -5.211
H 20.845 -14.326 -6.873
H 18.528 -14.603 -6.337
N 28.917 -14.270 0.205
C 29.699 -14.877 1.120
C 31.075 -14.811 1.206
C 31.770 -14.148 0.250
C 30.962 -13.521 -0.743
C 29.575 -13.625 -0.750
H 29.225 -15.446 1.896
H 31.624 -15.290 2.017
H 32.842 -14.060 0.295
H 31.406 -12.963 -1.609
H 28.985 -13.168 -1.524
N 26.301 -17.342 3.795
C 26.638 -16.192 3.191
C 26.111 -15.882 1.946
C 25.119 -16.641 1.375
C 24.789 -17.825 2.062
C 25.429 -18.123 3.224
H 27.375 -15.615 3.710
H 26.536 -14.933 1.631
H 24.686 -16.362 0.401
H 24.132 -18.563 1.633
H 25.221 -19.041 3.756
C 17.305 -9.809 2.140
C 16.772 -8.644 1.697
C 17.380 -8.003 0.576
C 18.472 -8.591 -0.019
C 19.120 -9.741 0.554
C 18.525 -10.338 1.646
C 20.325 -10.300 -0.125
O 20.939 -11.247 0.309
C 20.875 -9.574 -1.302
C 21.867 -10.209 -2.050
C 22.365 -9.672 -3.235
C 21.794 -8.535 -3.797
C 20.828 -7.827 -3.050
C 20.332 -8.454 -1.844
C 19.124 -7.831 -1.112
O 18.801 -6.691 -1.305
H 16.813 -10.344 2.998
H 15.900 -8.184 2.146
H 16.935 -7.090 0.213
H 18.999 -11.111 2.218
H 22.211 -11.112 -1.611
H 23.148 -10.154 -3.758
H 22.070 -8.165 -4.741
H 20.361 -6.942 -3.319
C 29.774 -12.405 -5.278
C 30.166 -11.726 -6.453
C 29.295 -11.642 -7.558
C 28.105 -12.329 -7.566
C 27.826 -13.151 -6.450
C 28.657 -13.192 -5.360
C 26.624 -14.019 -6.491
O 26.427 -14.962 -5.676
C 25.644 -13.901 -7.638
C 24.422 -14.573 -7.715
C 23.579 -14.614 -8.814
C 23.940 -13.854 -9.956
C 25.098 -13.073 -9.845
C 25.962 -13.063 -8.725
C 27.221 -12.238 -8.768
O 27.445 -11.583 -9.772
H 30.409 -12.440 -4.354
H 31.127 -11.355 -6.483
H 29.561 -11.053 -8.419
H 28.385 -13.812 -4.477
H 24.154 -15.182 -6.866
H 22.654 -15.237 -8.904
H 23.415 -13.915 -10.943
H 25.374 -12.340 -10.619
C 24.814 -9.301 -8.018
C 25.969 -8.506 -8.150
C 26.796 -8.384 -7.055
C 26.694 -9.270 -5.940
C 25.654 -10.237 -5.947
C 24.687 -10.171 -6.940
C 25.600 -11.249 -4.875
O 24.877 -12.254 -4.808
C 26.476 -11.003 -3.673
C 26.039 -11.528 -2.434
C 26.829 -11.323 -1.254
C 28.000 -10.594 -1.407
C 28.314 -9.872 -2.545
C 27.539 -10.047 -3.691
C 27.785 -9.235 -4.919
O 28.779 -8.468 -4.938
H 24.065 -9.190 -8.765
H 26.195 -8.016 -9.067
H 27.717 -7.796 -6.889
H 23.759 -10.762 -6.801
H 25.155 -12.125 -2.359
H 26.477 -11.804 -0.354
H 28.660 -10.459 -0.539
H 29.077 -9.092 -2.614
C 17.800 -14.215 -0.358
C 18.524 -15.274 -0.896
C 19.620 -15.688 -0.177
C 19.930 -15.166 1.084
C 19.043 -14.230 1.683
C 17.972 -13.752 0.960
C 19.164 -13.762 3.103
O 18.330 -13.033 3.629
C 20.252 -14.492 3.885
C 20.477 -14.145 5.222
C 21.509 -14.668 5.988
C 22.254 -15.719 5.495
C 22.080 -16.042 4.125
C 21.129 -15.462 3.356
C 21.010 -15.864 1.836
O 21.835 -16.585 1.330
H 16.954 -13.924 -0.896
H 18.328 -15.704 -1.876
H 20.336 -16.363 -0.551
H 17.420 -13.008 1.416
H 20.044 -13.280 5.621
H 21.715 -14.297 6.955
H 23.009 -16.273 5.958
H 22.752 -16.768 3.705
C 28.497 -18.118 0.302
C 29.678 -18.604 0.887
C 30.879 -18.419 0.147
C 30.846 -17.607 -1.003
C 29.653 -17.096 -1.540
C 28.448 -17.288 -0.825
C 29.601 -16.255 -2.719
O 28.717 -15.516 -3.017
C 30.772 -16.343 -3.597
C 30.640 -15.834 -4.858
C 31.634 -16.112 -5.787
C 32.760 -16.805 -5.456
C 32.961 -17.235 -4.139
C 31.961 -16.976 -3.227
C 32.168 -17.351 -1.808
O 33.200 -17.339 -1.283
H 27.604 -18.189 0.810
H 29.669 -19.090 1.837
H 31.851 -18.777 0.583
H 27.486 -16.886 -1.165
H 29.770 -15.336 -5.116
H 31.512 -15.568 -6.764
H 33.529 -16.963 -6.214
H 33.933 -17.628 -3.814
```

The total charge is 0. As for the SMILES: O=C1c2ccccc2C(=O)c2ccccc21.O=C1c2ccccc2C(=O)c2ccccc21.O=C1c2ccccc2C(=O)c2ccccc21.O=C1c2ccccc2C(=O)c2ccccc21.O=C1c2ccccc2C(=O)c2ccccc21.c1ccncc1.c1ccncc1.c1ccncc1.c1ccncc1.c1ccncc1. For the energy relative to the best compared isomer or geometry (same formula, charge and spin), the calculation gives 23.7 kJ/mol.

Löwdin population analysis, charges in e, atoms 1 to 5: N 0.098; C -0.135; C -0.050; C -0.052; C -0.100

***

Orbital gap list, top to bottom, in eV: 8.11, 7.70
M list, top to bottom, in g mol⁻¹: 1521.848, 1436.590
LUMO level list, top to bottom, in eV: -1.38, -1.42